{
  "formula": "C28H78N8O10",
  "method": "ωB97M-V with the def2-TZVPD basis set",
  "relative_energy_kj_mol": 57.0,
  "largest_force_ev_per_a": 11.0,
  "homo_ev": -8.17,
  "symbols": ["C", "C", "C", "O", "C", "N", "H", "H", "H", "H", "H", "H", "H", "H", "H", "H", "H", "H", "N", "O", "O", "O", "C", "C", "C", "O", "C", "N", "H", "H", "H", "H", "H", "H", "H", "H", "H", "H", "H", "C", "C", "C", "O", "C", "N", "H", "H", "H", "H", "H", "H", "H", "H", "H", "H", "H", "C", "C", "C", "O", "C", "N", "H", "H", "H", "H", "H", "H", "H", "H", "H", "H", "H", "C", "C", "C", "O", "C", "N", "H", "H", "H", "H", "H", "H", "H", "H", "H", "H", "H", "C", "C", "C", "O", "C", "N", "H", "H", "H", "H", "H", "H", "H", "H", "H", "H", "H", "C", "C", "C", "O", "C", "N", "H", "H", "H", "H", "H", "H", "H", "H", "H", "H", "H"],
  "coordinates": [[37.193, 29.151, 51.867], [37.920, 30.476, 52.017], [38.660, 30.901, 50.765], [39.843, 30.130, 50.675], [40.835, 30.453, 49.698], [37.081, 31.626, 52.405], [36.226, 31.516, 51.683], [36.478, 31.432, 53.368], [37.581, 32.482, 52.263], [36.891, 28.795, 52.916], [37.899, 28.338, 51.582], [36.237, 29.216, 51.143], [38.763, 30.157, 52.793], [38.903, 31.991, 50.474], [38.020, 30.598, 49.791], [41.702, 29.731, 49.731], [41.079, 31.466, 49.754], [40.747, 30.297, 48.613], [40.195, 34.722, 48.435], [39.985, 33.540, 48.080], [40.918, 35.537, 47.802], [39.723, 35.037, 49.593], [38.046, 34.392, 54.743], [38.180, 34.814, 53.195], [39.060, 36.151, 53.128], [38.323, 37.212, 53.849], [39.148, 38.298, 54.029], [38.716, 33.790, 52.442], [37.506, 35.144, 55.309], [39.275, 34.267, 55.045], [37.502, 33.517, 54.888], [37.159, 34.935, 52.888], [39.248, 36.343, 52.186], [40.020, 35.942, 53.635], [38.572, 39.158, 54.526], [39.358, 38.554, 53.028], [40.179, 37.900, 54.344], [39.757, 33.436, 52.728], [38.765, 34.311, 51.280], [40.898, 39.652, 48.213], [40.047, 39.123, 49.443], [38.730, 38.449, 49.045], [37.979, 39.372, 48.250], [36.643, 38.896, 48.279], [40.862, 38.168, 50.131], [40.933, 38.937, 47.399], [41.875, 40.305, 48.546], [40.474, 40.508, 47.684], [39.769, 39.867, 50.094], [38.325, 38.166, 49.946], [38.934, 37.534, 48.362], [36.295, 38.696, 49.445], [36.492, 38.053, 47.717], [36.003, 39.706, 47.689], [41.433, 37.682, 49.563], [40.306, 37.790, 50.754], [39.560, 34.378, 43.849], [38.777, 33.273, 44.471], [37.982, 32.444, 43.487], [37.218, 33.237, 42.528], [36.388, 32.462, 41.777], [39.669, 32.414, 45.272], [40.641, 34.233, 43.424], [39.934, 35.069, 44.579], [38.888, 34.796, 43.196], [37.998, 33.526, 45.122], [37.473, 31.772, 44.141], [38.792, 31.844, 43.084], [35.763, 31.744, 42.394], [36.891, 31.740, 41.063], [36.021, 33.356, 41.147], [39.236, 31.660, 45.698], [39.778, 33.147, 46.098], [43.264, 33.912, 44.946], [43.402, 32.462, 45.315], [42.998, 32.201, 46.840], [43.989, 32.745, 47.706], [43.451, 32.625, 49.092], [42.474, 31.606, 44.502], [42.521, 34.611, 45.341], [42.938, 33.913, 43.808], [44.324, 34.429, 44.934], [44.261, 32.229, 44.981], [42.821, 31.283, 46.754], [42.182, 32.608, 47.011], [42.563, 33.194, 49.102], [44.037, 33.383, 49.562], [43.395, 31.682, 49.401], [42.440, 32.013, 43.489], [41.688, 31.790, 44.867], [44.335, 38.993, 46.512], [43.955, 37.508, 46.760], [43.841, 37.080, 48.183], [45.164, 37.221, 48.742], [45.064, 37.270, 50.131], [42.694, 37.245, 46.060], [45.237, 39.188, 47.053], [43.519, 39.735, 46.737], [44.905, 39.065, 45.439], [44.735, 36.826, 46.347], [43.567, 36.077, 48.174], [43.302, 37.900, 48.780], [46.013, 37.224, 50.586], [44.664, 36.187, 50.503], [44.590, 38.313, 50.331], [41.985, 37.840, 46.480], [42.449, 36.251, 46.169], [36.871, 33.421, 48.235], [36.309, 33.754, 49.548], [35.519, 35.044, 49.649], [34.671, 34.841, 50.792], [33.790, 36.010, 50.956], [35.489, 32.502, 49.974], [37.539, 32.711, 48.037], [37.396, 34.268, 47.839], [36.092, 33.509, 47.313], [37.309, 33.680, 50.296], [35.028, 35.082, 48.715], [36.191, 35.914, 49.775], [34.388, 36.949, 50.834], [33.436, 35.902, 51.921], [32.815, 35.906, 50.577], [34.733, 32.199, 49.351], [34.814, 32.942, 50.845]]
}

{
  "formula": "C3H7IO2S",
  "method": "ωB97M-V with the def2-TZVPD basis set",
  "relative_energy_kj_mol": 342.9,
  "largest_force_ev_per_a": 3.2,
  "homo_ev": [-8.68, -8.65],
  "symbols": ["C", "C", "C", "O", "O", "S", "I", "H", "H", "H", "H", "H", "H", "H"],
  "coordinates": [[1.638, -1.138, 0.045], [0.570, -0.134, 0.521], [0.118, 0.864, -0.499], [-1.888, 1.252, 1.306], [-2.803, 0.522, -1.315], [-1.390, 1.867, 0.096], [-3.438, -0.659, 0.029], [1.381, -1.957, -0.639], [2.316, -0.608, -0.532], [2.015, -1.631, 0.978], [1.061, 0.440, 1.431], [-0.293, -0.774, 0.680], [-0.088, 0.238, -1.346], [0.799, 1.717, -0.755]]
}

{
  "formula": "C34H52Cl2N16",
  "method": "ωB97M-V with the def2-TZVPD basis set",
  "largest_force_ev_per_a": 4.7,
  "homo_ev": -10.82,
  "symbols": ["C", "C", "N", "H", "H", "H", "C", "C", "N", "H", "H", "H", "C", "C", "N", "H", "H", "H", "C", "C", "N", "H", "H", "H", "C", "C", "N", "H", "H", "H", "C", "C", "N", "H", "H", "H", "C", "C", "N", "H", "H", "H", "C", "C", "N", "H", "H", "H", "C", "C", "N", "H", "H", "H", "C", "C", "N", "H", "H", "H", "C", "C", "N", "H", "H", "H", "C", "C", "N", "H", "H", "H", "C", "C", "N", "H", "H", "H", "C", "C", "N", "H", "H", "H", "C", "C", "N", "H", "H", "H", "C", "C", "N", "H", "H", "H", "Cl", "C", "C", "Cl", "H", "H", "H", "H"],
  "coordinates": [[4.833, -0.942, 4.855], [4.351, -2.195, 5.472], [4.041, -3.087, 6.098], [5.559, -0.409, 5.469], [3.989, -0.293, 4.618], [5.342, -1.103, 3.905], [4.516, -3.553, 0.199], [4.335, -2.346, 0.964], [4.212, -1.344, 1.534], [3.603, -4.148, 0.198], [5.272, -4.082, 0.779], [4.844, -3.315, -0.813], [-3.920, -0.758, 2.755], [-3.590, -0.020, 4.021], [-3.320, 0.585, 4.979], [-3.040, -1.263, 2.358], [-4.320, -0.039, 2.041], [-4.578, -1.591, 3.004], [2.454, 4.339, 3.371], [1.517, 5.252, 4.060], [0.758, 5.957, 4.636], [2.538, 3.507, 4.070], [3.430, 4.805, 3.241], [2.014, 4.127, 2.397], [0.497, -2.924, 4.235], [-0.591, -3.329, 3.385], [-1.526, -3.658, 2.769], [1.168, -3.777, 4.340], [0.184, -2.620, 5.234], [1.097, -2.178, 3.714], [3.324, 0.190, -5.386], [3.447, 1.502, -6.035], [3.601, 2.541, -6.505], [3.108, -0.534, -6.172], [2.526, 0.102, -4.649], [4.253, -0.010, -4.852], [2.012, 4.629, -3.261], [1.375, 3.448, -2.539], [0.834, 2.638, -1.957], [2.692, 5.341, -2.795], [1.160, 5.210, -3.613], [2.497, 4.218, -4.147], [-5.316, -1.657, -4.742], [-4.162, -1.700, -3.807], [-3.337, -1.697, -2.986], [-6.299, -1.498, -4.299], [-5.283, -2.686, -5.100], [-5.144, -0.862, -5.468], [-0.076, -1.811, -3.553], [1.304, -1.674, -3.059], [2.400, -1.622, -2.678], [-0.023, -2.434, -4.446], [-0.424, -0.827, -3.865], [-0.731, -2.236, -2.793], [-2.170, 1.465, -3.336], [-2.219, 2.889, -3.723], [-2.267, 3.967, -4.039], [-2.860, 0.864, -3.929], [-2.521, 1.386, -2.307], [-1.128, 1.150, -3.392], [-0.793, -5.562, -0.625], [0.175, -5.295, -1.619], [0.957, -5.019, -2.421], [-0.259, -5.704, 0.315], [-1.440, -6.393, -0.907], [-1.394, -4.653, -0.624], [5.113, 0.550, -2.013], [4.904, 1.960, -2.251], [4.720, 3.070, -2.455], [4.477, 0.188, -1.205], [6.155, 0.241, -2.089], [4.733, 0.014, -2.883], [-3.572, -3.316, -0.258], [-4.717, -2.409, -0.375], [-5.629, -1.686, -0.420], [-3.690, -4.150, -0.950], [-3.505, -3.752, 0.738], [-2.688, -2.768, -0.583], [-0.712, 4.598, 1.391], [-1.563, 3.876, 0.506], [-2.271, 3.293, -0.196], [-0.361, 3.949, 2.193], [-1.319, 5.334, 1.919], [0.177, 5.036, 0.936], [-5.955, 2.130, -0.677], [-6.190, 1.714, -2.091], [-6.389, 1.372, -3.161], [-4.881, 2.079, -0.498], [-6.570, 1.434, -0.106], [-6.277, 3.171, -0.653], [-0.470, 1.265, 6.308], [0.646, 1.117, 5.368], [1.500, 1.018, 4.653], [-1.113, 0.407, 6.501], [-1.184, 1.985, 5.908], [-0.095, 1.740, 7.215], [0.944, -2.191, 0.651], [1.113, -0.354, 0.666], [-0.173, 0.374, 1.122], [-1.516, -0.152, 0.056], [1.396, 0.043, -0.309], [1.927, -0.011, 1.305], [0.090, 1.429, 1.047], [-0.544, 0.140, 2.120]]
}

{
  "formula": "C20H35N3O5S",
  "method": "ωB97M-V with the def2-TZVPD basis set",
  "relative_energy_kj_mol": 2.3,
  "largest_force_ev_per_a": 0.0,
  "homo_ev": -9.34,
  "smiles": "CC1(C)CCC[C@@H](C(=O)NC[C@@H]2CC[C@]3(CO2)C[C@H](NC(=O)CS(N)(=O)=O)C3)C1",
  "symbols": ["C", "C", "C", "C", "C", "C", "C", "C", "O", "N", "C", "C", "C", "C", "C", "C", "O", "C", "C", "N", "C", "O", "C", "S", "N", "O", "O", "C", "C", "H", "H", "H", "H", "H", "H", "H", "H", "H", "H", "H", "H", "H", "H", "H", "H", "H", "H", "H", "H", "H", "H", "H", "H", "H", "H", "H", "H", "H", "H", "H", "H", "H", "H", "H"],
  "coordinates": [[1.418, -4.861, -4.396], [0.403, -3.754, -4.677], [0.147, -3.705, -6.186], [-0.895, -4.056, -3.912], [-1.909, -2.917, -3.960], [-1.296, -1.610, -3.468], [-0.026, -1.269, -4.259], [0.495, 0.081, -3.798], [0.139, 1.118, -4.334], [1.342, 0.074, -2.732], [1.650, 1.303, -2.033], [0.575, 1.667, -1.028], [0.859, 2.976, -0.308], [-0.193, 3.223, 0.770], [-0.293, 2.018, 1.690], [-0.525, 0.770, 0.851], [0.507, 0.586, -0.100], [0.853, 1.815, 2.714], [-0.215, 1.456, 3.770], [-0.093, 1.985, 5.106], [0.583, 1.322, 6.068], [1.101, 0.235, 5.906], [0.714, 2.027, 7.416], [-0.735, 2.844, 8.037], [-1.865, 1.656, 8.054], [-0.464, 3.218, 9.391], [-1.142, 3.822, 7.062], [-1.285, 2.101, 2.874], [0.976, -2.420, -4.174], [1.634, -4.931, -3.327], [1.037, -5.830, -4.727], [2.357, -4.671, -4.920], [-0.588, -2.951, -6.466], [1.072, -3.482, -6.722], [-0.220, -4.672, -6.538], [-1.337, -4.978, -4.300], [-0.636, -4.251, -2.864], [-2.276, -2.781, -4.982], [-2.780, -3.171, -3.352], [-2.012, -0.789, -3.555], [-1.040, -1.703, -2.405], [-0.307, -1.104, -5.301], [1.432, -0.779, -2.206], [2.604, 1.188, -1.516], [1.742, 2.098, -2.771], [-0.389, 1.739, -1.554], [1.854, 2.918, 0.146], [0.873, 3.794, -1.032], [0.046, 4.118, 1.350], [-1.167, 3.395, 0.298], [-0.538, -0.129, 1.470], [-1.496, 0.848, 0.339], [1.608, 1.065, 2.486], [1.340, 2.762, 2.960], [-0.336, 0.377, 3.849], [-0.458, 2.903, 5.316], [1.008, 1.287, 8.156], [1.477, 2.806, 7.366], [-2.170, 1.425, 8.989], [-2.617, 1.816, 7.399], [-1.467, 3.142, 3.154], [-2.242, 1.587, 2.777], [1.279, -2.573, -3.130], [1.886, -2.175, -4.731]]
}